Record 1
Computed, not measured: a molecular structure, C5H7NO, with ωB97M-V/def2-TZVPD.

Structure (XYZ):
```
14
Properties=species:S:1:pos:R:3:forces:R:3:mulliken_charge:R:1
O -1.800 0.864 -1.340 0.0 0.2 0.1 -0.58
C -0.914 -0.168 -1.054 0.1 -0.3 0.0 -0.34
C 0.543 0.158 -0.772 0.1 0.2 -0.4 -0.09
C 0.442 0.985 0.555 0.2 0.0 0.0 -0.63
C 1.322 -0.150 1.142 0.2 0.0 0.2 -0.31
N 0.685 -1.060 0.147 0.0 -0.1 0.0 -0.56
C -0.719 -0.612 0.392 -0.4 -0.3 0.1 -0.08
H -1.469 1.661 -0.898 -0.1 -0.1 -0.1 0.38
H -1.089 -0.994 -1.749 0.0 0.1 0.1 0.47
H 1.326 0.385 -1.499 -0.1 0.0 0.1 0.46
H -0.685 0.633 0.937 0.0 0.0 0.0 0.27
H 2.388 -0.002 0.937 -0.2 0.0 0.0 0.26
H 1.187 -0.444 2.190 0.0 0.1 -0.2 0.25
H -1.383 -1.141 1.085 0.1 0.1 -0.1 0.52
```
Positions in Å, forces in eV/Å.

As for the HOMO energy: -0.2890 hartree. As for the total energy: -324.459582 a.u. The calculation puts the gap between HOMO and LUMO at 8.54 eV. For the LUMO energy, the calculation gives 0.025 hartree.

Record 2
Computed, not measured: a molecular structure, CHCuO2, with ωB97M-V/def2-TZVPD.

Structure (XYZ):
```
5
Properties=species:S:1:pos:R:3:forces:R:3:mulliken_charge:R:1
O -1.230 -0.527 -0.347 0.1 -0.7 -0.5 -0.32
C -0.335 0.234 0.163 0.6 -0.5 -0.3 0.56
O 0.857 0.072 0.044 1.0 0.9 0.6 -0.45
Cu 2.871 0.956 0.669 -1.0 -0.4 -0.3 0.86
H -0.760 -1.259 -0.856 -0.8 0.7 0.5 0.36
```
Positions in Å, forces in eV/Å.

The charge is +1. As for the HOMO energy (spin up / spin down): -0.5426 / -0.6178 hartree. As for the total energy: -1829.290145 a.u. The calculation puts the gap between HOMO and LUMO (spin up / spin down) at 8.16 / 10.23 eV. For the LUMO energy (spin up / spin down), the calculation gives -0.243 / -0.242 hartree. As for the spin multiplicity: 2.

Record 3
Computed, not measured: a molecular structure, C6H14CdClDyO2, with ωB97M-V/def2-TZVPD.

Structure (XYZ):
```
25
Properties=species:S:1:pos:R:3:forces:R:3:mulliken_charge:R:1
Dy -1.713 1.320 -1.833 0.9 -0.1 -0.4 0.75
Cl -2.576 0.836 0.459 -0.5 -0.2 1.1 -0.64
C -2.816 -0.221 -3.230 -0.6 -0.5 -0.4 -1.05
C -1.825 3.683 -1.882 -0.4 0.8 -0.1 -0.98
H -3.086 0.210 -4.204 -0.1 -0.1 -0.2 0.25
H -2.230 -1.139 -3.401 -0.1 0.2 0.0 0.20
H -3.750 -0.506 -2.703 0.1 0.0 -0.2 0.19
H -2.098 4.100 -2.862 0.0 0.2 0.0 0.23
H -0.893 4.169 -1.547 -0.1 -0.1 -0.1 0.20
H -2.620 3.962 -1.161 0.2 0.1 -0.2 0.19
Cd 0.346 -0.145 0.147 0.2 0.4 -0.4 0.89
C 1.489 0.726 1.742 0.2 -0.1 0.4 -1.13
C 0.495 0.757 -1.879 0.3 0.1 -0.8 -1.23
H 2.275 1.322 1.271 0.0 0.0 0.2 0.22
H 0.837 1.345 2.361 0.1 0.0 0.1 0.25
H 1.902 -0.107 2.314 0.2 0.2 0.3 0.23
H 1.295 1.518 -1.809 -0.1 0.0 0.2 0.09
H 0.922 -0.033 -2.531 -0.3 0.0 0.2 0.12
C -0.127 -4.320 0.910 0.0 -0.5 0.0 -0.99
C -0.154 -2.821 0.774 0.1 1.8 -0.6 0.97
O -0.471 -2.117 1.771 0.3 -1.1 -1.0 -0.69
O 0.175 -2.337 -0.384 -0.4 -1.1 1.6 -0.83
H -1.125 -4.672 1.160 -0.1 -0.1 0.1 0.26
H 0.531 -4.587 1.735 0.0 0.0 0.1 0.27
H 0.214 -4.816 -0.002 -0.1 0.2 0.1 0.25
```
Positions in Å, forces in eV/Å.

The charge is -2. As for the HOMO energy (spin up / spin down): 0.0110 / 0.0117 hartree. As for the total energy: -1900.422146 a.u. The calculation puts the gap between HOMO and LUMO (spin up / spin down) at 5.14 / 5.12 eV. For the LUMO energy (spin up / spin down), the calculation gives 0.200 / 0.200 hartree. As for the spin multiplicity: 6.

Record 4
Computed, not measured: a single C22H15N5O3S molecule, with ωB97M-V/def2-TZVPD.

Structure (XYZ):
```
46
Properties=species:S:1:pos:R:3:forces:R:3:mulliken_charge:R:1
N -2.315 -5.150 -2.228 -0.7 0.5 0.0 -0.37
N -2.157 2.185 2.266 0.4 -2.3 -0.7 -0.43
N -2.562 -3.991 -1.518 2.7 -0.1 0.6 -0.44
N -1.749 3.286 2.899 -0.4 1.1 0.4 -0.50
N 0.490 -6.099 -4.385 -1.1 2.1 1.3 -0.48
O -0.285 2.788 1.424 2.5 -0.9 -1.5 -0.30
O 2.507 7.849 4.443 -0.7 0.3 0.9 -0.55
O 1.820 4.731 1.029 0.9 -1.0 1.0 -0.52
S -0.174 -3.808 -2.466 0.3 -0.2 0.6 -0.23
C -1.141 -5.202 -2.759 0.9 -0.3 -1.0 0.23
C -1.208 1.794 1.417 -2.2 2.0 1.9 0.37
C -1.420 -3.272 -1.404 -1.9 -1.1 -1.1 0.24
C -0.623 3.664 2.376 -1.3 -0.5 0.3 0.80
C 0.759 -7.006 -5.265 1.9 0.7 -1.6 -0.17
C -0.613 -6.272 -3.679 -2.2 -3.2 0.2 0.62
C 0.138 -8.180 -5.526 -0.3 -0.8 -0.4 -0.39
C -1.353 -7.530 -3.860 1.6 1.2 -1.8 -0.48
C -1.017 -8.483 -4.893 -2.0 0.4 3.4 -0.40
C 0.496 6.524 4.520 -2.4 0.4 2.3 -0.56
C 2.027 6.304 2.765 -0.5 0.3 0.7 0.13
C -0.126 -0.020 0.037 1.6 0.4 -1.8 -0.73
C -2.262 -0.377 0.921 -2.0 -0.1 -0.1 -0.12
C -0.186 -1.208 -0.707 -0.5 -0.2 1.7 -0.75
C -2.274 -1.635 0.317 -1.1 -0.3 -1.2 -0.65
C -0.314 5.536 4.008 1.7 -1.6 -1.9 -0.86
C 1.645 6.916 3.942 2.1 0.0 -1.9 0.82
C 1.276 5.279 2.198 2.2 0.4 -1.0 -0.14
C -1.233 0.502 0.696 2.1 0.5 0.7 0.25
C -1.272 -2.090 -0.589 -0.7 2.4 1.2 0.95
C 0.118 4.847 2.819 -0.3 0.1 0.2 0.00
C 3.269 4.346 1.145 -0.2 2.4 2.4 -0.78
H 3.298 7.916 3.894 -0.3 -0.1 0.0 0.29
H 1.506 -6.688 -5.968 0.9 -0.3 0.0 0.38
H 0.605 -8.818 -6.208 0.4 -0.9 -1.3 0.42
H -2.209 -7.698 -3.302 -1.5 -0.1 1.1 0.47
H -1.678 -9.420 -4.980 1.4 1.6 -0.1 0.32
H 0.200 7.002 5.445 0.0 0.0 0.2 0.39
H 2.956 6.726 2.432 0.3 -0.5 -1.1 0.36
H 0.859 0.511 -0.083 -1.3 -0.1 0.4 0.32
H -3.153 0.028 1.466 0.9 -0.8 -0.4 0.39
H 0.699 -1.525 -1.190 0.7 -0.1 -0.7 0.35
H -3.233 -2.181 0.321 0.7 0.0 0.4 0.36
H -1.100 5.021 4.526 -0.5 0.6 0.3 0.49
H 3.642 4.435 2.256 -1.0 -0.4 -1.9 0.34
H 3.462 3.348 0.818 -0.3 -0.5 -0.5 0.29
H 3.883 5.119 0.634 -0.5 -0.7 -0.1 0.27
```
Positions in Å, forces in eV/Å.

As for the HOMO energy: -0.3012 hartree. As for the total energy: -1744.924813 a.u. The calculation puts the gap between HOMO and LUMO at 7.46 eV. As for the SMILES: COc1cc(O)ccc1-c1nnc(-c2ccc(-c3nnc(-c4ccccn4)s3)cc2)o1. For the LUMO energy, the calculation gives -0.027 hartree.